ORCA calculation (ωB97M-V/def2-TZVPD) on a molecular structure, C22H38F3Na2O24S at a distorted geometry.

The net charge is +1. As for the LUMO energy: -4.21 eV.

Last column: Mulliken charge in e.
Element x y z (Å)
Na 2.536 -3.065 2.068  1.029
Na 2.616 2.067 3.838  0.985
C -1.090 0.024 1.404  0.375
F -1.477 -0.565 0.293  -0.206
F -1.721 1.162 1.598  -0.063
F -1.379 -0.776 2.442  -0.145
S 0.836 0.362 1.349  0.058
O 1.448 -0.909 1.679  -0.375
O 1.070 0.765 -0.021  -0.319
O 1.154 1.402 2.347  -0.273
C -2.676 3.386 3.256  0.526
C -1.290 3.954 2.829  0.552
O -1.337 5.320 3.140  -0.437
C -2.465 5.601 3.832  0.491
O -2.760 6.670 4.251  -0.524
O -3.202 4.488 4.001  -0.422
H -2.501 2.533 3.905  0.154
H -3.324 3.219 2.399  -0.166
H -1.054 3.904 1.761  -0.034
H -0.426 3.417 3.232  -0.197
C -0.279 -1.409 5.336  0.050
C -1.404 -1.144 6.343  -0.432
O -1.217 0.235 6.643  -0.351
C -0.397 0.830 5.741  0.627
O -0.115 1.988 5.805  -0.519
O 0.194 -0.119 4.963  -0.190
H -0.779 -1.924 4.516  -0.032
H 0.563 -2.022 5.652  0.324
H -1.286 -1.717 7.259  0.301
H -2.376 -1.340 5.896  0.284
C -4.351 1.718 -0.292  -0.446
O -3.520 2.057 -1.364  -0.366
C -2.461 2.873 -1.125  0.827
O -2.206 3.434 -0.095  -0.550
O -1.795 3.005 -2.244  -0.396
C -0.537 3.687 -2.155  -0.226
H -5.415 1.839 -0.505  0.382
H -4.233 2.357 0.588  0.042
H -4.254 0.693 0.071  0.208
H 0.087 3.096 -1.486  -0.180
H -0.708 4.726 -1.883  0.394
H -0.126 3.648 -3.162  0.303
C 2.915 6.452 -3.665  -0.612
O 3.667 5.552 -2.882  -0.380
C 3.011 5.020 -1.838  0.832
O 1.876 5.328 -1.562  -0.556
O 3.704 4.055 -1.299  -0.412
C 3.028 3.173 -0.409  -0.257
H 2.056 5.951 -4.108  0.259
H 3.486 6.925 -4.463  0.253
H 2.634 7.294 -3.027  0.287
H 3.645 2.294 -0.229  0.338
H 2.087 2.731 -0.734  -0.142
H 2.814 3.642 0.551  0.301
C 0.947 -2.497 -5.340  -0.631
O 1.318 -1.257 -4.741  -0.221
C 1.136 -0.113 -5.419  0.596
O 0.668 -0.093 -6.513  -0.555
O 1.177 0.986 -4.628  -0.262
C 2.066 0.982 -3.531  -0.204
H 1.218 -3.313 -4.673  0.141
H 1.347 -2.678 -6.333  0.347
H -0.142 -2.445 -5.249  0.318
H 2.773 0.156 -3.437  0.397
H 1.513 0.837 -2.596  -0.145
H 2.555 1.951 -3.444  0.335
C -1.298 -7.356 -1.634  -0.280
O -1.649 -7.566 -0.265  -0.342
C -1.433 -6.685 0.720  0.753
O -1.513 -6.896 1.887  -0.554
O -1.256 -5.466 0.178  -0.291
C -1.470 -4.310 0.972  -0.791
H -0.673 -8.208 -1.913  0.295
H -0.548 -6.572 -1.749  -0.062
H -2.125 -7.272 -2.330  0.309
H -2.526 -4.243 1.238  0.521
H -1.358 -3.469 0.287  0.197
H -0.825 -4.170 1.837  0.245
C 2.111 -6.274 -0.837  -0.691
O 1.733 -5.178 -1.680  -0.358
C 1.540 -4.018 -1.103  0.585
O 1.617 -3.745 0.082  -0.497
O 1.314 -3.129 -2.069  -0.230
C 0.976 -1.806 -1.621  0.022
H 2.114 -7.153 -1.473  0.232
H 1.486 -6.383 0.046  0.258
H 3.141 -6.068 -0.536  0.355
H 0.559 -1.330 -2.501  0.137
H 1.900 -1.306 -1.328  0.225
H 0.342 -1.799 -0.740  -0.126

ORCA calculation (ωB97M-V/def2-TZVPD) on a single C12H13ClN4O molecule at a distorted geometry.

The SMILES is O=C1N(CCCl)N=Nc2cccc3c2N1CCC3. The net charge is 0. The energy relative to the best compared isomer or geometry (same formula, charge and spin) is 0.0 kJ/mol. As for the LUMO energy: -0.31 eV.

Last column: Mulliken charge in e.
Element x y z (Å)
O 0.929 -2.701 -0.224  -0.650
C 0.682 -1.604 0.280  0.371
N 1.540 -1.128 1.268  0.638
C 2.926 -1.539 1.254  -1.052
C 3.747 -0.653 0.302  -0.263
Cl 5.398 -1.213 0.451  -0.203
N 1.104 -0.487 2.414  -0.603
N 0.259 0.515 2.445  -0.346
C -0.333 1.102 1.337  0.013
C -0.555 2.464 1.527  -0.409
C -1.200 3.180 0.546  -0.741
C -1.682 2.532 -0.577  -0.768
C -1.508 1.169 -0.786  0.850
C -0.769 0.419 0.181  0.587
N -0.524 -0.968 -0.049  0.127
C -1.436 -1.673 -1.001  -0.631
C -2.631 -0.843 -1.509  -0.790
C -2.107 0.512 -1.987  -0.852
H 3.012 -2.602 1.020  0.362
H 3.359 -1.466 2.268  0.456
H 3.650 0.408 0.511  0.328
H 3.407 -0.789 -0.739  0.277
H -0.234 2.991 2.401  0.465
H -1.325 4.271 0.630  0.326
H -2.203 3.122 -1.308  0.410
H -1.818 -2.622 -0.581  0.300
H -0.887 -1.887 -1.924  0.374
H -3.147 -1.339 -2.340  0.364
H -3.322 -0.679 -0.674  0.365
H -1.381 0.405 -2.757  0.331
H -2.951 1.102 -2.377  0.365

ORCA calculation (ωB97M-V/def2-TZVPD) on a single C5H2OS molecule at a distorted geometry.

The SMILES is O=C=C=CC=C=S. The net charge is 0. The energy relative to the best compared isomer or geometry (same formula, charge and spin) is 42.1 kJ/mol. As for the LUMO energy (alpha / beta): -0.97 / -0.97 eV.

Last column: Mulliken charge in e.
Element x y z (Å)
O 1.357 0.341 -4.315  -0.467
C 1.043 0.262 -3.186  0.485
C 0.885 0.064 -1.947  -0.682
C 0.272 0.098 -0.761  0.179
C 0.739 -0.517 0.441  0.010
C 1.877 -1.149 0.629  0.128
S 3.225 -1.862 0.880  -0.307
H -0.667 0.633 -0.652  0.334
H 0.076 -0.492 1.301  0.320

ORCA calculation (ωB97M-V/def2-TZVPD) on a single C3H9N molecule at a distorted geometry.

The SMILES is CCNC. The net charge is 0. The energy relative to the best compared isomer or geometry (same formula, charge and spin) is 127.1 kJ/mol. As for the LUMO energy: 1.26 eV.

Last column: Mulliken charge in e.
Element x y z (Å)
C -0.583 1.615 -0.711  -1.171
C -0.270 0.129 -0.566  -0.185
N 0.586 -0.132 0.631  -0.449
C 0.752 -1.644 0.744  -0.920
H -0.458 1.930 -1.736  0.290
H -0.098 2.299 -0.003  0.341
H -1.558 1.833 -0.420  0.346
H 0.194 -0.168 -1.531  0.247
H -1.249 -0.460 -0.623  0.250
H 0.153 0.263 1.524  0.258
H 1.186 -1.618 1.795  0.306
H -0.186 -2.174 0.802  0.342
H 1.530 -1.872 0.093  0.345

no.,E_tot (Eh)
1,-3689.129144
2,-1219.478431
3,-665.036712
4,-174.404653